# 1
Molecular formula: C36H50Br6CsO30PdTi
Method: DFT, wB97M-V/def2-TZVPD

E_tot   -546962.1512 eV
2S+1   6
M   1729.38 g/mol
HOMO-LUMO gap (spin up / spin down)   5.034 / 3.320 eV

Last column: Mulliken spin population.
Atoms and positions in Å:
Pd  -0.22286  0.27884  0.72945  0.79
Ti  -1.47017  -2.95531  0.37435  2.03
Cs  2.36341  -3.77170  1.15281  0.01
C  0.08305  -3.43555  -1.44654  -0.05
O  -0.53182  -2.18802  -0.99059  -0.15
O  0.55612  -3.62826  -2.58779  0.00
O  -0.43657  -4.42934  -0.73844  0.03
C  -0.38581  -2.54312  2.49198  -0.10
O  -0.73692  -3.76501  2.30304  0.04
O  0.14994  -2.23589  3.62865  0.01
O  -0.77005  -1.67088  1.50583  0.17
C  -4.19459  -0.17097  1.45700  -0.11
C  -4.67796  -0.45019  2.88972  0.01
C  -3.59701  -0.48617  3.96304  0.00
O  -4.21933  -0.04572  5.10569  0.00
C  -5.37172  0.67370  4.80812  0.00
O  -6.08356  1.28385  5.47635  0.00
O  -5.61855  0.50943  3.44889  0.00
H  -3.79733  0.84889  1.40902  -0.01
H  -4.84407  -0.46773  0.62672  0.00
H  -3.26123  -0.79421  1.44601  0.12
H  -5.11336  -1.43435  2.90349  0.01
H  -2.77424  0.20851  3.73719  0.00
H  -3.09953  -1.44433  4.11432  0.00
C  -3.33886  4.09984  -4.08865  0.00
C  -2.35390  3.84693  -2.94008  0.00
C  -2.97988  3.93150  -1.55699  0.00
O  -2.33377  2.79880  -0.86919  0.00
C  -1.72862  2.05077  -1.80624  0.00
O  -1.17237  1.00039  -1.44404  0.07
O  -1.76614  2.57500  -3.01453  0.00
H  -3.90690  5.03512  -3.88794  0.00
H  -4.10199  3.31300  -4.17097  0.00
H  -2.83370  4.19661  -5.03932  0.00
H  -1.56772  4.59113  -3.02262  0.00
H  -4.05714  3.75325  -1.65165  0.00
H  -2.79790  4.90469  -1.10666  0.00
C  -0.35795  -6.05305  -4.32399  0.00
C  -1.13020  -4.73424  -4.09731  0.01
C  -0.65243  -3.54680  -4.93251  0.00
O  -1.72961  -3.47836  -5.95817  0.00
C  -2.79879  -4.14905  -5.52357  0.00
O  -3.81892  -4.22109  -6.07663  0.00
O  -2.47078  -4.84167  -4.38177  0.00
H  -0.39270  -6.26789  -5.39998  0.00
H  -0.82520  -6.89055  -3.83613  0.00
H  0.70653  -6.04961  -4.05329  0.00
H  -0.88129  -4.49309  -3.12788  0.00
H  0.34484  -3.68445  -5.35488  0.00
H  -0.69757  -2.63558  -4.34691  0.00
C  0.30382  -2.97432  7.18438  0.00
C  0.47115  -1.54644  6.83296  -0.01
C  -0.68753  -1.03136  6.04573  -0.01
O  -1.08592  0.15102  6.75694  0.00
C  -0.27898  0.42249  7.78683  0.00
O  -0.34477  1.38517  8.47447  0.00
O  0.68281  -0.58530  7.91730  0.00
H  1.13184  -3.35879  7.80671  0.00
H  0.24249  -3.50890  6.22287  0.00
H  -0.58520  -3.10374  7.79903  0.00
H  1.42816  -1.36237  6.28229  0.01
H  -1.55778  -1.64478  6.22921  0.00
H  -0.57746  -0.76309  4.99987  0.00
C  5.76838  4.21947  1.10209  0.00
C  4.66608  3.34379  1.70766  0.01
C  3.40285  4.06096  2.15655  0.00
O  2.44231  3.10475  1.72319  0.01
C  2.94818  2.21707  0.83115  0.00
O  2.30659  1.31813  0.38359  -0.02
O  4.24818  2.44672  0.68715  0.00
H  5.35409  4.96853  0.37833  0.00
H  6.49539  3.57090  0.58321  0.00
H  6.27501  4.76800  1.89758  0.00
H  4.99846  2.64442  2.47228  0.00
H  3.22353  4.99178  1.58295  0.00
H  3.37937  4.27006  3.21036  0.00
C  4.39547  -2.95727  -2.23084  0.01
C  3.41822  -2.94080  -3.38108  0.00
C  2.85608  -1.55903  -3.80241  0.00
O  2.74014  -1.77087  -5.15971  0.00
C  3.52639  -2.77941  -5.65131  0.00
O  3.51745  -3.02448  -6.78528  0.00
O  4.18630  -3.34292  -4.54999  0.00
H  4.86089  -3.93863  -2.07460  0.00
H  3.98804  -2.64181  -1.27602  0.00
H  5.20201  -2.26730  -2.46275  0.00
H  2.66749  -3.73159  -3.27365  0.00
H  3.45531  -0.66207  -3.66699  0.00
H  1.89546  -1.42770  -3.32467  0.00
C  0.06105  -0.04624  -6.62421  0.00
C  0.24640  0.90516  -5.46815  0.00
C  1.67314  1.50339  -5.50116  0.00
O  1.38681  2.82893  -5.06874  0.00
C  0.05829  3.12825  -5.34116  0.00
O  -0.38778  4.21431  -5.12755  0.00
O  -0.54711  2.03754  -5.77299  0.00
H  0.25816  0.46072  -7.57976  0.00
H  -0.96335  -0.39546  -6.68197  0.00
H  0.69203  -0.93892  -6.56673  0.00
H  -0.10365  0.61427  -4.47557  0.00
H  2.04732  1.52137  -6.54424  0.00
H  2.39215  1.00752  -4.83453  0.00
C  1.01482  3.45040  5.71035  0.00
C  -0.18605  3.29771  4.83236  0.00
C  -0.24931  4.39030  3.76450  0.00
O  -1.02669  3.69036  2.66552  0.00
C  -0.79237  2.36617  2.88990  0.03
O  -1.14896  1.57927  2.12450  0.06
O  -0.22019  2.10062  4.04822  0.00
H  1.95445  3.21409  5.20850  0.00
H  0.86430  2.89221  6.62258  0.00
H  1.01650  4.52245  5.95119  0.00
H  -1.10597  3.20151  5.41833  0.00
H  0.73886  4.61196  3.31102  0.00
H  -0.80607  5.29673  4.05319  0.00
C  -3.88260  -0.57509  -2.63384  -0.01
Br  -5.03340  0.85330  -2.04075  0.00
Br  -3.47733  -0.22997  -4.55721  0.00
Br  -4.59620  -2.35895  -2.40265  0.02
H  -2.89440  -0.48052  -2.17983  0.04
C  3.72882  -1.30681  3.89730  0.32
Br  4.05570  0.06709  5.20679  0.11
Br  4.26445  -3.03784  4.53214  0.33
Br  4.65680  -0.96413  2.21038  1.21
H  2.64822  -1.31999  3.74248  0.02

Cartesian forces, eV/Å:
0.2 -0.7 -0.9
-2.7 -4.3 0.2
-0.6 -0.2 0.0
-4.2 -0.2 -1.8
4.0 -0.9 -3.4
1.8 1.9 3.0
1.6 1.5 0.2
-0.1 0.0 4.4
-0.1 1.0 -1.9
-0.1 0.6 -3.4
1.9 1.2 3.7
1.4 -0.3 1.5
-0.2 0.0 -0.3
1.6 0.6 -1.6
-1.9 1.2 2.2
2.0 -2.6 -3.9
-1.1 1.4 2.5
0.8 -0.3 0.1
-0.4 0.0 -0.4
0.0 0.3 0.5
-0.6 0.3 -0.5
-0.8 -0.4 0.0
-0.1 0.1 -0.2
-0.5 -0.2 0.0
-0.7 0.1 0.6
-1.0 2.1 -1.0
-0.2 -1.0 -0.5
-0.6 1.3 -0.8
1.1 -1.9 2.4
-0.9 1.9 -1.7
0.4 -1.4 0.3
0.5 -0.4 -0.1
0.3 0.0 0.2
0.2 0.0 -0.1
0.3 -0.1 -0.1
0.2 -0.2 0.5
0.2 -0.4 0.5
-0.2 0.3 -1.6
2.4 -0.9 -1.0
-1.3 -0.4 -0.6
1.6 0.6 0.3
2.6 -0.9 1.3
-2.4 0.1 -0.9
-2.0 0.0 -0.5
0.1 -0.2 0.0
-0.3 -0.2 0.4
-0.4 0.5 0.2
-1.1 0.2 1.9
-0.4 0.1 -0.4
0.0 0.2 -0.1
0.6 -0.6 0.9
2.9 1.3 -0.9
-1.7 1.0 0.7
0.2 1.2 0.3
0.9 -1.6 -0.4
0.1 0.4 0.3
-2.0 0.4 -0.1
-0.1 0.1 -0.5
-0.1 0.0 0.5
-0.3 -0.2 -0.2
-0.7 -0.7 -0.1
-0.1 -0.8 -0.6
0.4 -0.4 0.1
-0.2 0.0 0.0
1.5 0.7 -0.2
0.4 0.0 -1.9
-1.5 -0.1 0.5
-0.2 0.2 1.3
0.1 0.0 -0.5
-0.6 -0.4 -1.1
0.2 -0.8 0.6
-0.3 0.4 0.3
0.1 0.0 -0.1
0.5 0.5 0.5
0.2 -0.3 0.3
-0.3 -0.2 0.5
0.6 0.0 0.1
1.1 -0.2 0.3
0.2 -1.5 1.1
-0.8 0.3 -2.0
-0.5 1.0 3.7
0.9 -1.2 -1.8
-0.7 0.5 -1.9
-0.3 0.1 -0.2
-0.4 0.2 0.1
0.2 0.1 0.0
-0.3 0.7 0.1
0.6 -0.2 0.6
-0.5 0.1 -0.1
-0.4 -0.8 -0.1
1.1 -0.6 -1.1
-0.9 -0.2 0.1
-0.2 0.7 0.0
1.8 0.1 0.9
-0.2 -0.2 -0.5
-1.1 1.2 -0.3
0.1 0.0 0.4
-0.3 -0.1 0.1
0.1 0.2 0.2
0.4 -0.6 0.0
-0.1 0.0 0.6
-0.3 0.4 -0.2
-0.2 0.4 0.1
-0.4 0.5 -0.2
-1.1 -0.6 -1.4
1.4 0.2 2.0
0.3 3.8 2.0
-1.5 -3.2 -2.7
0.7 -0.3 -0.1
-0.1 -0.2 0.0
0.4 -0.2 0.3
0.3 -0.2 0.3
0.1 0.6 0.1
-0.5 0.0 0.5
0.4 -0.5 -0.2
0.5 0.0 -1.2
0.0 -0.3 0.2
-0.1 -0.3 0.7
0.2 0.7 0.1
-0.4 -0.2 0.3
-2.7 0.3 3.9
0.0 0.5 0.4
0.4 -0.9 -0.2
2.2 0.4 -4.1
-0.2 -0.2 -0.1

# 2
Molecular formula: C19H24Cl6F2O3
Method: DFT, wB97M-V/def2-TZVPD

E_tot   -106804.3283 eV
SMILES string   CCOC(=O)OC.Fc1ccccc1.Fc1ccccc1.ClCCl.ClCCl.ClCCl
M   551.11 g/mol
HOMO-LUMO gap   9.769 eV

Last column: natural (NBO) charge in e.
Atoms and positions in Å:
C  3.97543  -1.94118  -1.57608  -0.40
Cl  5.51789  -2.78197  -1.59656  -0.01
Cl  3.33900  -1.60753  -3.19785  -0.03
H  3.24532  -2.52955  -1.03387  0.22
H  4.11901  -0.98424  -1.08907  0.22
C  5.15307  -1.20801  3.10466  -0.40
Cl  6.68751  -2.03727  2.85948  -0.01
Cl  4.02765  -1.48606  1.78367  -0.03
H  4.71181  -1.55554  4.03158  0.23
H  5.35250  -0.14533  3.18475  0.22
C  -5.17601  -0.80355  -1.66020  -0.39
Cl  -5.22875  -1.50660  -0.03350  -0.03
Cl  -6.77487  -0.74915  -2.41847  -0.02
H  -4.82012  0.21352  -1.57024  0.22
H  -4.54496  -1.42675  -2.27852  0.22
C  0.83465  3.64669  -4.23684  -0.64
C  -0.05734  3.23685  -5.40121  -0.07
O  -0.85173  2.08832  -5.06926  -0.49
C  -0.22512  0.93241  -5.18811  0.98
O  0.92140  0.77732  -5.52394  -0.65
O  -1.08819  -0.04844  -4.88491  -0.50
C  -0.50652  -1.34544  -4.82021  -0.26
H  0.28736  4.22331  -3.49270  0.21
H  1.65965  4.27213  -4.58417  0.22
H  1.28432  2.76178  -3.79069  0.22
H  0.54882  3.00574  -6.27596  0.20
H  -0.80226  3.99126  -5.63476  0.19
H  0.20850  -1.52885  -5.61794  0.21
H  -1.31060  -2.07391  -4.87068  0.20
H  0.00905  -1.46937  -3.86416  0.18
F  0.24293  0.52067  2.67036  -0.33
C  0.21398  0.30974  1.34005  0.40
C  1.34900  0.55012  0.59670  -0.31
C  1.29516  0.38951  -0.78073  -0.14
C  0.10461  0.03592  -1.39548  -0.25
C  -1.03384  -0.18055  -0.63716  -0.18
C  -0.96350  -0.10281  0.74574  -0.29
H  2.26330  0.87401  1.07598  0.23
H  2.17372  0.59906  -1.37721  0.21
H  0.05173  -0.08996  -2.46999  0.21
H  -1.96520  -0.51329  -1.07477  0.21
H  -1.80868  -0.31852  1.39041  0.23
F  0.42719  -1.04981  7.41255  -0.33
C  -0.72766  -0.68772  6.80920  0.40
C  -0.67162  -0.02669  5.60261  -0.29
C  -1.86052  0.29627  4.98284  -0.19
C  -3.07519  -0.00975  5.57843  -0.23
C  -3.09993  -0.63352  6.81173  -0.19
C  -1.92041  -0.95692  7.44748  -0.29
H  0.27541  0.25097  5.16213  0.23
H  -1.84747  0.82212  4.03865  0.22
H  -3.98794  0.27150  5.06912  0.22
H  -4.02968  -0.84503  7.32461  0.22
H  -1.90186  -1.42593  8.42249  0.23

Cartesian forces, eV/Å:
-0.2 0.3 0.0
0.1 -0.1 0.0
0.0 -0.1 0.0
0.0 -0.1 -0.1
0.0 0.0 0.0
0.2 0.2 0.4
0.1 -0.1 0.0
-0.2 0.0 -0.1
-0.1 -0.2 -0.1
0.0 0.0 -0.2
-0.3 0.0 0.1
0.0 0.0 0.0
0.0 0.0 0.0
0.1 0.0 -0.1
0.1 0.1 0.0
0.0 0.1 -0.2
0.3 0.2 0.2
-0.3 0.0 0.1
0.1 -0.4 -0.1
0.0 -0.1 0.1
0.1 0.2 0.0
0.2 -0.5 0.3
0.0 -0.2 0.1
-0.1 0.0 -0.1
0.0 0.0 0.1
-0.1 0.0 0.0
0.1 0.1 -0.1
-0.1 0.2 -0.1
-0.1 0.1 -0.1
0.0 0.0 -0.2
0.1 -0.1 0.0
0.0 0.0 -0.4
0.3 0.1 0.0
-0.1 0.2 0.0
-0.1 0.0 -0.4
0.1 -0.6 0.4
-0.2 0.3 0.5
-0.1 0.0 0.1
0.0 -0.1 0.0
0.1 0.2 0.1
0.0 0.1 -0.2
-0.1 0.0 -0.2
0.0 0.1 0.0
0.1 0.1 0.2
0.3 0.0 -0.1
-0.4 0.2 -0.1
-0.1 0.1 -0.3
-0.3 0.1 0.2
0.4 -0.3 0.2
0.1 -0.2 0.0
0.1 0.0 0.0
-0.1 -0.1 0.1
-0.1 0.0 -0.2
0.0 0.0 0.0

# 3
Molecular formula: C7H19NO
Method: DFT, wB97M-V/def2-TZVPD

E_tot   -11102.6730 eV
ΔE to the lowest compared entry with this formula, charge and spin   2.435 eV
SMILES string   CC=O.CCC.CNC
M   133.24 g/mol
HOMO-LUMO gap   8.934 eV

Last column: natural (NBO) charge in e.
Atoms and positions in Å:
C  0.07107  -0.64216  -1.86287  0.47
C  0.92259  1.04927  0.17039  -0.54
C  0.75222  -1.92168  -1.45931  -0.73
C  2.39676  0.72147  -0.02753  -0.61
C  0.52069  2.30977  -0.58805  -0.61
O  -1.14611  -0.52829  -1.92736  -0.59
H  -1.69728  -1.11438  -0.08001  0.40
H  0.73068  0.08764  -2.36142  0.12
H  0.81803  1.27960  1.24118  0.19
H  1.65033  -1.72992  -0.88011  0.24
H  1.03770  -2.45514  -2.36823  0.24
H  0.08536  -2.55200  -0.87436  0.22
H  2.63672  0.54091  -1.07778  0.19
H  3.03243  1.55623  0.28469  0.20
H  -0.54303  2.51679  -0.47329  0.20
H  1.06953  3.18532  -0.23036  0.19
H  2.69657  -0.14694  0.56041  0.20
H  0.73810  2.22001  -1.65248  0.19
C  -2.37903  0.42972  1.02519  -0.42
C  -1.08166  -1.46390  1.84895  -0.41
N  -1.35759  -0.57386  0.72654  -0.62
H  -0.07330  0.22553  0.30787  0.32
H  -2.61495  0.95015  0.09993  0.22
H  -0.39687  -2.24604  1.52588  0.20
H  -1.96986  1.13677  1.74775  0.19
H  -3.29939  -0.00824  1.43103  0.18
H  -1.98236  -1.94700  2.24840  0.18
H  -0.61733  -0.87964  2.64496  0.20

Cartesian forces, eV/Å:
-1.1 -0.7 -1.3
-1.7 -0.5 1.3
-0.2 0.2 0.5
-0.3 -0.3 -0.1
0.0 -0.1 0.1
1.3 0.1 0.0
0.4 0.3 0.5
-0.1 0.2 0.3
0.2 0.4 0.2
0.1 0.1 0.0
0.0 0.1 -0.1
-0.1 0.0 -0.1
0.0 -0.1 -0.1
-0.1 0.0 0.0
-0.1 0.0 -0.1
0.0 0.0 0.0
0.1 -0.1 -0.1
-0.1 0.0 -0.1
0.2 -0.2 0.0
-0.1 0.2 -0.1
-1.6 -1.1 0.2
2.9 1.2 -1.3
0.0 0.1 0.0
0.1 0.0 0.1
-0.1 0.1 0.0
0.0 0.0 0.0
0.0 0.1 0.0
0.1 -0.1 0.1